(1)
{"formula": "C11H18", "method": "wB97M-V/def2-TZVPD", "e_above_lowest_kj_mol": 126.4, "e_tot_ev": -11697.9698, "smiles": "Cc1ccccc1.CC(C)C", "elements": ["C", "C", "C", "C", "C", "C", "C", "H", "H", "H", "H", "H", "H", "H", "H", "C", "C", "C", "C", "H", "H", "H", "H", "H", "H", "H", "H", "H", "H"], "coordinates": [[1.7283, 1.8627, 1.9307], [0.3566, 1.6923, 1.4155], [-0.0783, 2.3086, 0.2210], [-1.3882, 2.1989, -0.1489], [-2.2356, 1.3001, 0.4668], [-1.7956, 0.6801, 1.6278], [-0.4808, 0.7838, 2.0683], [1.9038, 2.8227, 2.4968], [2.5394, 1.7959, 1.1559], [2.0029, 1.0642, 2.6393], [0.6147, 3.0505, -0.1343], [-1.8021, 2.5989, -1.0749], [-3.3115, 1.1676, 0.3317], [-2.5958, 0.0947, 2.1179], [-0.0857, 0.1385, 2.8610], [0.3604, -1.8187, 0.1666], [0.7822, -1.8676, -1.3393], [-0.2234, -2.7512, -2.0255], [0.7906, -0.4374, -1.8228], [-0.0173, -2.7377, 0.6001], [-0.4942, -1.1246, 0.1682], [1.2091, -1.3059, 0.6802], [1.7371, -2.2193, -1.6791], [-1.2803, -2.7388, -1.5979], [-0.4163, -2.5806, -3.0970], [-0.0106, -3.8405, -1.9352], [1.5199, 0.2789, -1.3957], [0.9049, -0.4445, -2.8916], [-0.2342, 0.0285, -1.8054]], "forces_ev_per_angstrom": [[2.277, 0.444, 0.532], [-0.535, -1.037, -0.629], [0.625, 0.644, 2.388], [-1.145, -0.720, -2.252], [-0.309, 0.186, 2.116], [-0.837, -0.890, 0.081], [-0.258, 0.265, -0.161], [-0.350, -0.775, -0.672], [-0.878, 0.278, 0.379], [-0.320, 0.225, -0.127], [-0.039, 0.092, -0.841], [0.501, 0.582, 0.173], [0.436, 0.366, -0.890], [1.021, -0.009, 0.103], [-0.287, 0.524, -0.059], [1.267, 1.144, -0.929], [-1.313, 0.360, 0.815], [-2.475, -1.411, -0.659], [-1.724, 1.238, -1.015], [0.599, -0.324, 0.146], [0.332, -0.192, 0.122], [-0.825, -0.702, 0.357], [0.916, -0.702, 0.938], [1.223, 0.581, -0.145], [0.518, 0.173, 0.172], [0.395, 0.684, -0.003], [-0.356, -0.695, 0.071], [0.758, -0.014, -0.751], [0.784, -0.314, 0.738]], "nbo_charge": [-0.64, -0.01, -0.22, -0.19, -0.24, -0.20, -0.22, 0.22, 0.22, 0.22, 0.21, 0.21, 0.22, 0.21, 0.22, -0.61, -0.25, -0.61, -0.61, 0.21, 0.22, 0.20, 0.20, 0.20, 0.21, 0.21, 0.21, 0.20, 0.20]}

(2)
{"formula": "C11H18", "method": "wB97M-V/def2-TZVPD", "e_above_lowest_kj_mol": 79.3, "e_tot_ev": -11698.4579, "smiles": "Cc1ccccc1.CC(C)C", "elements": ["C", "C", "C", "C", "C", "C", "C", "H", "H", "H", "H", "H", "H", "H", "H", "C", "C", "C", "C", "H", "H", "H", "H", "H", "H", "H", "H", "H", "H"], "coordinates": [[2.3170, -0.3388, 1.2144], [1.5255, 0.8750, 0.8358], [1.9469, 1.8885, -0.0233], [1.1579, 3.0207, -0.1688], [-0.1536, 3.0427, 0.2420], [-0.6379, 1.9792, 1.0207], [0.2195, 0.9391, 1.3103], [2.7356, -0.4348, 2.2081], [3.2012, -0.3207, 0.5621], [1.8317, -1.2821, 0.9557], [2.8550, 1.6903, -0.5815], [1.5750, 3.8831, -0.6834], [-0.8198, 3.8851, 0.1204], [-1.6599, 2.0870, 1.3626], [-0.1362, 0.1401, 1.9552], [-0.0537, -1.9494, -1.3837], [-1.3122, -2.3973, -0.6327], [-2.3598, -1.2692, -0.4067], [-1.9336, -3.6317, -1.2727], [0.6304, -2.7918, -1.4000], [0.3235, -1.0547, -0.8829], [-0.3450, -1.6131, -2.3823], [-1.0574, -2.6053, 0.4039], [-3.3403, -1.4975, -0.8200], [-2.5294, -1.1501, 0.6626], [-2.0796, -0.2895, -0.7919], [-1.7695, -3.7718, -2.3434], [-1.5578, -4.5756, -0.8596], [-2.9934, -3.6778, -1.0791]], "forces_ev_per_angstrom": [[1.415, -0.303, -1.698], [-1.052, -0.179, 0.232], [0.136, -0.941, 0.735], [0.345, 0.486, -1.245], [-0.345, -0.381, 1.353], [0.334, 0.904, -0.835], [-0.697, -0.160, 0.822], [-0.393, 0.448, 0.457], [0.082, -0.182, 0.129], [-0.322, 0.147, 0.181], [0.276, 0.664, 0.215], [-0.140, -0.178, -0.187], [0.262, 0.215, -0.305], [0.052, -0.556, 0.196], [0.048, -0.017, -0.034], [-1.144, 0.508, 0.489], [-0.514, 0.603, 0.081], [-0.103, 0.082, -0.172], [0.140, -1.065, 0.252], [0.432, 0.230, -0.221], [0.494, -0.261, -0.011], [0.199, -0.325, -0.143], [0.521, -0.624, -0.048], [-0.005, -0.132, -0.242], [0.010, 0.137, 0.071], [0.241, -0.006, -0.091], [-0.040, 0.609, -0.098], [0.247, 0.205, 0.191], [-0.478, 0.071, -0.073]], "nbo_charge": [-0.64, -0.02, -0.21, -0.21, -0.22, -0.21, -0.21, 0.23, 0.21, 0.22, 0.21, 0.21, 0.21, 0.21, 0.21, -0.60, -0.22, -0.61, -0.61, 0.21, 0.21, 0.20, 0.19, 0.20, 0.20, 0.21, 0.21, 0.21, 0.21]}

(3)
{"formula": "C11H18", "method": "wB97M-V/def2-TZVPD", "e_above_lowest_kj_mol": 397.4, "e_tot_ev": -11695.1614, "smiles": "CCc1ccccc1.CCC", "elements": ["C", "C", "C", "C", "C", "C", "C", "C", "H", "H", "H", "H", "H", "H", "H", "H", "H", "H", "C", "C", "C", "H", "H", "H", "H", "H", "H", "H", "H"], "coordinates": [[-1.9351, -2.0298, 2.8686], [-0.9935, -3.1033, 2.2598], [-0.1745, -2.3384, 1.3189], [-1.0874, -1.4744, 0.4721], [-0.3962, -0.6053, -0.3743], [0.9596, -0.3472, -0.1960], [1.6990, -1.2347, 0.6402], [1.1639, -2.1976, 1.4417], [-1.4416, -2.0695, 3.9608], [-2.9456, -2.3577, 2.9557], [-1.8264, -0.8530, 2.6081], [-0.3180, -3.5877, 3.1074], [-1.7427, -3.8355, 1.7561], [-2.2456, -1.4752, 0.6317], [-1.1156, -0.1913, -1.0447], [1.5442, 0.3240, -0.8959], [2.8022, -0.8027, 0.6267], [1.9324, -2.8295, 2.0686], [1.5466, 3.1217, -1.5663], [0.1513, 3.4050, -2.1273], [-0.1927, 2.1133, -2.8289], [2.2191, 3.9695, -1.9824], [1.9482, 2.1860, -1.8476], [1.4129, 3.1499, -0.5018], [-0.5601, 3.5524, -1.3359], [0.1602, 4.2873, -2.7734], [-0.0880, 1.2267, -2.1596], [-1.0663, 2.0925, -3.3766], [0.5899, 1.9044, -3.7056]], "forces_ev_per_angstrom": [[2.557, 1.890, 4.457], [-0.977, -1.414, 0.828], [-4.008, 1.068, -0.974], [2.931, -1.322, 0.915], [-2.152, -0.645, 1.130], [1.194, -1.572, -0.933], [2.930, 4.965, -1.999], [2.377, -1.222, 0.349], [-1.864, 0.651, -1.702], [-0.782, 0.061, 0.015], [-0.259, -3.223, 0.243], [-1.689, 0.578, -1.949], [1.860, 0.650, 0.738], [2.594, -0.348, -0.876], [0.400, 1.208, -0.802], [-0.959, -0.742, 1.174], [-1.988, -1.859, 0.559], [-2.207, 1.075, -1.008], [0.376, 3.472, -0.347], [0.515, -1.213, -0.589], [3.049, -1.188, -1.728], [-0.595, -1.510, 1.232], [0.372, -0.866, -0.445], [0.827, 0.160, 0.684], [-0.325, 0.344, 0.425], [-0.215, -0.284, -0.044], [-0.347, 0.880, -0.506], [-2.398, -0.070, -0.699], [-1.215, 0.478, 1.852]], "nbo_charge": [-0.63, -0.43, 0.00, -0.21, -0.23, -0.26, -0.18, -0.27, 0.21, 0.21, 0.24, 0.21, 0.22, 0.24, 0.21, 0.22, 0.21, 0.23, -0.60, -0.41, -0.59, 0.21, 0.20, 0.21, 0.20, 0.20, 0.20, 0.20, 0.18]}

(4)
{"formula": "C11H18", "method": "wB97M-V/def2-TZVPD", "s2": 0.769, "multiplicity": 2, "e_above_lowest_kj_mol": 108.7, "total_charge": 1, "e_tot_ev": -11689.3613, "elements": ["C", "C", "C", "H", "H", "H", "H", "H", "H", "H", "H", "C", "C", "C", "C", "C", "C", "C", "C", "H", "H", "H", "H", "H", "H", "H", "H", "H", "H"], "coordinates": [[0.0605, -2.7131, 1.6835], [0.8864, -1.9680, 2.8063], [-1.4400, -2.4354, 1.6057], [0.5712, -2.2788, 0.7902], [0.1673, -3.7947, 1.6695], [0.2987, -2.0686, 3.7169], [0.9073, -0.9382, 2.4497], [-1.6873, -1.7163, 2.3966], [-1.6588, -1.9431, 0.6565], [1.8991, -2.3324, 2.6677], [-2.0307, -3.3425, 1.6578], [-0.9720, 1.9299, 0.6414], [-0.3796, 3.3715, 0.4579], [-0.2854, 0.9861, -0.3453], [1.1407, 0.7123, -0.4081], [-1.0359, 0.4385, -1.3576], [1.7516, 0.1630, -1.5380], [-0.4190, 0.0637, -2.5378], [0.9796, -0.0329, -2.6808], [-0.7258, 1.6100, 1.6448], [-2.0152, 1.7723, 0.3985], [-0.1320, 3.8997, 1.3684], [1.7926, 0.9723, 0.4201], [-2.1086, 0.6175, -1.3027], [2.8150, -0.0406, -1.5919], [-1.1234, -0.1060, -3.3442], [1.4470, -0.2292, -3.6391], [-1.1039, 3.9172, -0.1392], [0.5326, 3.3785, -0.1304]], "forces_ev_per_angstrom": [[1.028, 0.805, -0.619], [-1.754, -0.781, -2.014], [0.507, 1.023, 0.073], [-0.510, -0.876, 0.003], [0.621, 0.016, 0.189], [0.984, 0.040, 0.513], [-0.106, 0.339, 0.512], [-0.449, -0.324, -0.039], [-0.271, -0.047, -0.028], [0.124, -0.180, 1.110], [-0.170, 0.064, 0.242], [1.934, -0.845, -0.962], [-0.597, -0.327, -0.749], [0.431, 0.592, 1.003], [1.120, -0.206, -0.265], [-0.506, 0.345, -1.206], [-0.344, 0.440, 0.287], [-2.082, 0.031, 0.332], [0.565, 0.036, 0.501], [-0.182, -0.311, 0.408], [-0.301, 0.690, 0.569], [-0.384, -0.128, 0.322], [-0.240, 0.030, 0.116], [0.145, -0.439, -0.323], [-0.084, 0.206, 0.279], [0.472, -0.162, -0.354], [-0.156, -0.191, 0.076], [0.003, 0.391, 0.144], [0.202, -0.232, -0.121]], "mulliken_spin": [0.01, 0.00, 0.00, 0.00, 0.00, 0.00, 0.00, 0.00, 0.00, 0.00, 0.00, 0.03, 0.05, 0.21, 0.27, 0.02, -0.03, 0.17, 0.26, 0.02, 0.00, 0.00, 0.00, 0.00, 0.01, 0.00, 0.00, 0.00, 0.00]}